(1)
Here is one molecule with the formula C2H2NO2P from the OMol25 dataset. Energies are from ωB97M-V/def2-TZVPD.

SMILES: O=P/N=C1\CO1
HOMO level: -10.0 eV
LUMO energy: -0.336 eV
Energy relative to the best compared isomer or geometry (same formula, charge and spin): 211.95 kJ/mol

Geometry as XYZ:
```
8
Properties=species:S:1:pos:R:3:mulliken_charge:R:1
O 1.489 1.567 0.471 -0.397
P 2.248 0.492 -0.065 0.312
N 1.304 -0.855 0.136 -0.444
C 0.087 -0.824 0.102 0.713
C -1.106 0.034 -0.247 -0.286
O -1.106 -1.306 0.342 -0.365
H -1.675 0.189 -1.228 0.228
H -1.241 0.703 0.489 0.240
```



(2)
Here is one molecule with the formula C4H7NO2 from the OMol25 dataset. Energies are from ωB97M-V/def2-TZVPD.

SMILES: C[C@@H](C=O)C(N)=O
HOMO level: -9.7 eV
LUMO energy: 0.579 eV
Energy relative to the best compared isomer or geometry (same formula, charge and spin): 223.28 kJ/mol

Geometry as XYZ:
```
14
Properties=species:S:1:pos:R:3:mulliken_charge:R:1
C -0.473 -1.259 0.640 -1.060
C -0.581 0.125 -0.277 0.167
C -1.246 1.601 -0.185 -0.073
O -2.373 1.873 -0.514 -0.466
C 0.850 0.418 0.063 0.312
N 1.832 -0.196 -0.646 -0.441
O 0.981 0.980 1.136 -0.574
H 0.322 -1.387 1.424 0.294
H -1.425 -1.378 1.114 0.365
H -0.244 -2.063 -0.080 0.330
H -1.022 -0.259 -1.215 0.345
H -0.495 2.417 -0.009 0.311
H 1.573 -0.736 -1.454 0.243
H 2.651 -0.484 -0.138 0.247
```



(3)
Here is a 2-piece molecular cluster, C2H2F2S overall from the OMol25 dataset. Energies are from ωB97M-V/def2-TZVPD.

HOMO level: -9.4 eV
LUMO energy: -0.820 eV
Energy relative to the best compared isomer or geometry (same formula, charge and spin): 384.43 kJ/mol

Geometry as XYZ:
```
7
Properties=species:S:1:pos:R:3:mulliken_charge:R:1
C 0.065 -0.642 0.227 -0.035
C -0.119 0.780 -0.054 -0.032
F -0.532 -1.246 1.175 -0.140
F -1.126 1.448 0.585 -0.220
S -0.800 -0.356 -1.350 -0.107
H 1.793 -1.417 -0.259 0.202
H 0.720 1.433 -0.325 0.333
```



(4)
Here is an isolated ion of composition C8H12BrN2S and charge +1 from the OMol25 dataset. Energies are from ωB97M-V/def2-TZVPD.

HOMO level (alpha / beta): -12.9 / -12.9 eV
LUMO energy (alpha / beta): -5.681 / -5.681 eV
Net charge: +1
Energy relative to the best compared isomer or geometry (same formula, charge and spin): 6.41 kJ/mol

Geometry as XYZ:
```
24
Properties=species:S:1:pos:R:3:mulliken_charge:R:1
C 0.510 0.123 0.471 -0.368
C 1.641 0.658 1.291 -0.186
C 1.601 -1.784 1.031 0.069
C 1.816 -3.146 1.038 0.394
C 0.406 1.921 -0.994 -1.169
C -1.276 1.882 0.750 -1.462
C -1.551 0.199 -1.091 -1.513
C -0.458 0.983 -0.213 2.062
N 0.621 -1.189 0.332 -0.434
N 2.491 -3.761 1.993 -0.331
S 2.619 -0.679 1.925 -0.121
Br 2.352 2.348 1.687 -0.012
H 1.437 -3.709 0.093 0.354
H -0.148 2.714 -1.536 0.366
H 1.280 2.173 -0.449 0.089
H 0.923 1.457 -1.839 0.395
H -2.020 1.280 1.138 0.495
H -0.729 2.260 1.586 0.329
H -1.775 2.653 0.145 0.393
H -2.182 1.035 -1.317 0.458
H -1.122 -0.241 -1.993 0.364
H -1.864 -0.668 -0.455 0.356
H 2.729 -4.753 1.884 0.265
H 2.684 -3.452 2.899 0.206
```



(5)
Here is C19H35BrIrN2O4SSi as an isolated structure from the OMol25 dataset. Energies are from ωB97M-V/def2-TZVPD.

HOMO level (alpha / beta): -14.0 / -14.0 eV
Spin multiplicity: 2
LUMO energy (alpha / beta): -8.493 / -7.588 eV
Net charge: +2
Energy relative to the best compared isomer or geometry (same formula, charge and spin): 196.16 kJ/mol

Geometry as XYZ:
```
64
Properties=species:S:1:pos:R:3:mulliken_charge:R:1
Ir -0.027 -0.475 -0.279 1.345
C -0.856 1.656 -2.509 -0.769
C 0.634 1.587 -2.731 -0.463
O 1.254 0.635 -1.821 -0.475
C 2.418 1.164 -1.154 -0.901
C 2.021 2.082 -0.045 -0.414
O 1.195 1.307 0.821 -0.309
C 0.519 2.097 1.805 -0.552
C -0.559 1.236 2.367 -0.888
O -1.411 0.762 1.321 -0.020
C -2.391 1.696 0.823 -0.678
C -2.410 1.650 -0.687 -0.700
O -1.045 1.630 -1.100 -0.218
H -1.364 0.809 -2.973 0.353
H -1.259 2.577 -2.939 0.416
H 1.096 2.563 -2.587 0.398
H 0.835 1.257 -3.749 0.399
H 3.067 1.665 -1.873 0.465
H 2.946 0.299 -0.759 0.363
H 1.458 2.950 -0.401 0.339
H 2.911 2.438 0.479 0.509
H 0.120 2.998 1.331 0.386
H 1.210 2.398 2.595 0.492
H -1.140 1.762 3.126 0.434
H -0.129 0.339 2.815 0.210
H -2.155 2.696 1.189 0.466
H -3.371 1.404 1.204 0.415
H -2.925 2.532 -1.074 0.468
H -2.918 0.755 -1.056 0.339
C 3.062 -4.120 1.177 -1.094
Si 1.364 -3.383 1.054 -0.009
C 0.727 -3.086 2.793 -1.245
C 0.330 -4.504 -0.014 -0.775
C 1.488 -1.683 0.221 -0.583
H 2.982 -5.081 1.691 0.319
H 3.761 -3.498 1.738 0.353
H 3.491 -4.307 0.191 0.355
H 0.651 -4.018 3.362 0.444
H -0.231 -2.562 2.837 0.495
H 1.451 -2.467 3.331 0.410
H 0.350 -5.527 0.371 0.359
H 0.767 -4.532 -1.017 0.412
H -0.708 -4.200 -0.129 0.159
H 1.981 -1.819 -0.756 0.560
H 2.104 -1.033 0.858 0.452
N -4.185 -3.337 1.056 -0.343
C -2.899 -3.158 1.328 0.580
S -2.283 -1.527 1.144 -0.149
N -2.152 -4.145 1.780 0.232
C -2.476 -5.537 1.921 0.458
C -3.291 -6.204 1.015 -0.291
C -3.544 -7.556 1.205 -0.817
C -2.986 -8.233 2.278 -0.490
C -2.149 -7.562 3.159 -0.690
C -1.888 -6.213 2.979 -0.341
H -4.730 -2.558 0.729 0.233
H -4.664 -4.184 1.329 0.258
H -1.238 -3.874 2.110 -0.453
H -3.676 -5.709 0.133 0.542
H -4.169 -8.083 0.496 0.408
H -3.192 -9.285 2.421 0.416
H -1.700 -8.086 3.991 0.417
H -1.245 -5.683 3.673 0.370
Br -1.357 -1.662 -1.832 -0.364
```



(6)
Here is a 7-piece molecular cluster, C26H56ClN6O10 overall from the OMol25 dataset. Energies are from ωB97M-V/def2-TZVPD.

HOMO level (alpha / beta): -6.2 / -6.8 eV
Spin multiplicity: 3
LUMO energy (alpha / beta): 2.156 / 2.114 eV
Net charge: -1
Energy relative to the best compared isomer or geometry (same formula, charge and spin): 0.00 kJ/mol

Geometry as XYZ:
```
99
Properties=species:S:1:pos:R:3:mulliken_charge:R:1
Cl -0.680 1.194 2.081 1.467
O -1.929 0.489 1.950 -0.692
O -0.658 2.471 1.378 -0.560
O -0.470 1.451 3.485 -0.669
O 0.373 0.401 1.474 -0.631
C 3.279 -1.021 -4.647 -1.583
C 3.027 -2.066 -3.534 1.295
C 4.123 -1.836 -2.456 -1.065
C 3.855 -2.411 -1.091 -0.988
C 2.469 -2.102 -0.638 -0.745
C 1.375 -2.511 -1.637 1.553
N 1.634 -1.979 -2.994 1.360
O 0.717 -2.254 -3.879 -0.671
C 1.231 -4.064 -1.548 -2.115
C 0.032 -1.929 -1.134 -0.390
C 3.229 -3.433 -4.205 -1.685
H 2.857 -1.294 -5.610 0.346
H 4.342 -0.786 -4.684 0.362
H 2.815 -0.080 -4.333 0.274
H 5.067 -2.363 -2.606 0.407
H 4.194 -0.749 -2.376 0.378
H 4.635 -2.217 -0.349 0.439
H 4.062 -3.492 -1.134 0.348
H 2.433 -1.060 -0.310 0.291
H 2.221 -2.717 0.231 0.145
H 0.656 -4.272 -0.651 0.551
H 0.618 -4.318 -2.417 0.456
H 2.168 -4.591 -1.715 0.235
H -0.756 -2.658 -1.316 0.487
H 0.095 -1.741 -0.061 0.121
H -0.249 -0.972 -1.569 -0.893
H 4.290 -3.664 -4.342 0.409
H 2.663 -3.435 -5.131 0.327
H 3.035 -4.263 -3.521 0.325
C -1.137 0.627 -4.090 -1.586
C -1.228 2.135 -4.111 1.914
C -2.243 2.678 -3.107 -1.568
C -1.577 2.965 -1.744 -0.128
C -0.353 3.809 -1.896 -1.359
C 0.743 3.293 -2.869 1.525
N 0.042 2.881 -4.099 0.751
O 0.841 2.641 -5.095 -0.648
C 1.594 4.573 -3.144 -1.894
C 1.568 2.225 -2.163 -1.451
C -1.916 2.470 -5.449 -1.986
H -2.085 0.169 -4.364 0.513
H -0.989 0.307 -3.052 -0.098
H -0.273 0.211 -4.605 0.459
H -2.764 3.603 -3.364 0.423
H -3.039 1.962 -2.894 0.457
H -1.407 1.966 -1.332 -0.221
H -2.357 3.376 -1.102 0.487
H 0.043 3.840 -0.875 0.368
H -0.536 4.861 -2.123 0.487
H 0.919 5.341 -3.526 0.518
H 2.093 4.945 -2.250 0.350
H 2.326 4.454 -3.943 0.369
H 0.889 1.437 -1.839 0.278
H 2.382 1.931 -2.826 0.347
H 1.986 2.708 -1.280 0.427
H -2.966 2.175 -5.501 0.410
H -1.496 1.894 -6.278 0.351
H -1.874 3.544 -5.631 0.476
O -0.726 5.119 6.105 -0.653
C -0.258 4.801 5.028 0.810
N -0.869 5.023 3.837 -0.369
C 1.186 4.342 4.876 -1.055
H -0.406 4.607 3.046 0.178
H -1.817 5.336 3.957 0.230
H 1.265 3.475 4.212 0.223
H 1.704 4.117 5.803 0.290
H 1.796 5.037 4.293 0.356
O -5.550 -1.731 3.988 -0.645
C -5.071 -1.313 2.947 0.670
N -4.677 -0.049 2.673 -0.347
C -4.895 -2.273 1.789 -0.688
H -4.787 0.665 3.375 0.225
H -3.811 -0.024 2.148 0.287
H -5.523 -3.151 1.890 0.295
H -3.829 -2.518 1.821 0.021
H -5.108 -1.780 0.840 0.317
O -2.843 -1.247 6.966 -0.603
C -1.642 -1.405 7.035 0.704
N -0.798 -0.689 6.248 -0.226
C -0.998 -2.380 7.996 -1.053
H -1.158 0.157 5.828 0.106
H 0.172 -0.808 6.015 0.184
H -0.731 -3.309 7.489 0.265
H -1.763 -2.610 8.740 0.303
H -0.157 -2.119 8.640 0.350
O -1.557 -4.256 2.022 -0.701
C -0.598 -3.704 2.544 0.528
N 0.670 -4.024 2.293 -0.324
C -0.842 -2.584 3.519 -0.672
H 1.499 -3.738 2.781 0.195
H 0.804 -4.742 1.598 0.263
H -0.613 -3.022 4.498 0.245
H -1.858 -2.208 3.558 0.190
H -0.149 -1.744 3.445 0.245
```